ORCA calculation (ωB97M-V/def2-TZVPD) on a 6-piece molecular cluster, C29H58FN9O overall in a non-equilibrium geometry.

Computed properties:
- Energy above the lowest of the compared OMol25 structures with the same formula, charge and spin: 80.2 kcal/mol
- Maximum force: 6.1 eV/A
- Charge: +4
- Energy: -1806.316275 Eh

Each line ends with the Löwdin charge.
Geometry (Å):
F 0.988 0.009 -1.069  -0.92
C 2.749 0.535 -6.116  -0.08
C 2.328 0.842 -4.697  -0.14
N 2.202 2.311 -4.477  -0.04
C 1.416 3.142 -5.207  -0.04
C 1.459 4.425 -4.730  0.02
N 2.153 4.372 -3.515  -0.10
C 2.592 3.019 -3.375  0.08
C 2.366 5.482 -2.694  -0.02
H 2.033 0.890 -6.857  0.08
H 3.005 -0.512 -6.280  0.08
H 3.763 0.842 -6.373  0.09
H 3.050 0.392 -4.016  0.13
H 1.300 0.489 -4.609  0.13
H 0.958 2.777 -6.114  0.13
H 0.981 5.333 -5.064  0.14
H 3.187 2.657 -2.549  0.16
H 3.395 5.804 -2.853  0.12
H 2.148 5.167 -1.673  0.11
H 1.666 6.301 -2.863  0.11
C -2.104 0.747 3.626  -0.06
C -3.598 0.532 3.751  -0.20
N -4.110 1.223 4.891  -0.09
C -4.960 2.285 4.783  0.01
C -5.333 2.559 6.063  0.02
N -4.643 1.676 6.940  -0.06
C -3.913 0.796 6.170  0.05
C -4.737 1.750 8.417  0.03
H -1.703 0.846 4.635  0.07
H -1.849 1.691 3.143  0.08
H -1.665 -0.100 3.099  0.09
H -3.788 -0.527 3.925  0.13
H -4.127 0.689 2.811  0.13
H -5.219 2.742 3.839  0.15
H -6.122 3.210 6.408  0.14
H -3.292 0.042 6.631  0.17
H -3.977 1.114 8.871  0.10
H -5.700 1.497 8.859  0.11
H -4.466 2.768 8.698  0.11
C 4.271 -4.055 5.556  -0.04
C 4.849 -2.621 5.763  -0.14
N 4.669 -1.809 4.554  -0.04
C 3.637 -0.912 4.273  0.02
C 3.832 -0.393 2.997  0.02
N 4.901 -1.077 2.482  -0.12
C 5.331 -1.982 3.367  0.01
C 5.500 -0.891 1.238  -0.01
H 4.713 -4.557 4.695  0.08
H 3.182 -4.095 5.586  0.08
H 4.440 -4.536 6.520  0.09
H 5.911 -2.587 6.007  0.13
H 4.387 -2.100 6.601  0.13
H 2.865 -0.731 5.006  0.14
H 3.242 0.325 2.446  0.14
H 6.096 -2.711 3.142  0.17
H 4.834 -0.902 0.375  0.11
H 6.237 -1.656 0.994  0.11
H 5.842 0.142 1.184  0.12
C 0.606 -5.037 0.923  -0.07
C 1.961 -4.446 0.584  -0.16
N 2.405 -4.808 -0.792  -0.03
C 3.588 -5.493 -1.202  0.01
C 3.671 -5.604 -2.576  0.02
N 2.505 -4.988 -3.057  -0.09
C 1.836 -4.392 -1.955  0.05
C 2.057 -4.997 -4.461  0.02
H 0.595 -6.091 0.644  0.09
H -0.236 -4.679 0.330  0.08
H 0.338 -4.930 1.974  0.09
H 2.678 -4.676 1.372  0.12
H 1.838 -3.363 0.602  0.12
H 4.220 -5.822 -0.390  0.13
H 4.290 -6.090 -3.314  0.14
H 0.995 -3.716 -2.000  0.16
H 1.281 -4.233 -4.505  0.10
H 1.542 -5.908 -4.766  0.11
H 2.949 -4.949 -5.086  0.11
C -4.434 3.824 -4.199  0.03
N -5.067 2.613 -3.491  -0.31
C -6.646 2.755 -3.499  0.05
C -4.577 1.301 -4.127  0.02
C -4.668 2.679 -1.943  -0.04
C -3.178 2.348 -1.760  -0.25
O -2.987 0.958 -1.754  -0.07
H -3.379 3.827 -3.924  0.09
H -4.986 4.717 -3.906  0.11
H -4.542 3.634 -5.267  0.11
H -7.023 1.832 -3.059  0.11
H -6.970 2.745 -4.539  0.11
H -6.987 3.664 -3.003  0.11
H -3.527 1.281 -4.416  0.11
H -5.223 1.150 -4.992  0.11
H -4.746 0.476 -3.434  0.10
H -5.250 1.864 -1.514  0.13
H -4.899 3.681 -1.583  0.14
H -2.711 2.749 -0.860  0.13
H -2.432 2.714 -2.465  0.11
H -2.053 0.744 -1.808  0.10

=====

ORCA calculation (ωB97M-V/def2-TZVPD) on C29H58MgNO26 as an isolated structure in a non-equilibrium geometry.

Computed properties:
- Energy above the lowest of the compared OMol25 structures with the same formula, charge and spin: 38.1 kcal/mol
- Maximum force: 5.3 eV/A
- Charge: +1
- Energy: -3350.531399 Eh

Each line ends with the Löwdin charge.
Geometry (Å):
Mg -1.797 -2.119 -1.007  0.81
N 0.126 0.357 -0.386  -0.59
O -0.043 1.549 -0.534  0.02
O 1.211 -0.186 -0.557  0.00
O -0.834 -0.369 -0.288  -0.09
C -3.107 3.526 1.508  -0.17
C -3.434 4.964 1.132  -0.19
C -3.884 4.875 -0.250  -0.19
O -3.397 3.578 -0.753  -0.14
C -2.479 3.094 0.230  -0.23
H -4.015 2.958 1.711  0.12
H -2.386 3.603 2.322  0.10
H -2.522 5.559 1.167  0.11
H -4.262 5.404 1.689  0.12
H -3.508 5.670 -0.894  0.12
H -4.974 4.861 -0.262  0.12
H -1.527 3.604 0.084  0.11
H -2.460 2.004 0.223  0.10
C 0.765 5.879 -0.182  -0.20
C 1.096 5.269 -1.475  -0.20
C 2.514 5.691 -1.776  -0.19
O 2.507 7.012 -1.212  -0.12
C 1.829 6.923 0.023  -0.20
H 0.840 5.132 0.608  0.10
H -0.302 6.090 -0.238  0.10
H 0.514 5.740 -2.267  0.12
H 0.876 4.206 -1.565  0.11
H 2.772 5.429 -2.802  0.12
H 3.285 5.089 -1.295  0.11
H 1.297 7.872 0.091  0.13
H 2.446 6.669 0.885  0.12
C 6.019 -0.401 4.664  -0.05
O 4.995 -0.138 3.739  -0.02
C 5.218 0.410 2.535  -0.53
O 6.290 0.635 2.007  0.13
O 3.944 0.469 2.007  -0.01
C 3.839 0.888 0.685  -0.09
H 5.632 -0.461 5.681  0.08
H 6.807 0.349 4.592  0.10
H 6.533 -1.353 4.529  0.09
H 3.006 1.583 0.583  0.09
H 3.571 0.056 0.033  0.07
H 4.692 1.350 0.188  0.10
C -0.184 -3.941 -4.580  0.01
O -0.245 -2.516 -4.838  0.06
C -0.638 -1.669 -3.944  -0.44
O -0.724 -1.926 -2.729  0.04
O -0.806 -0.396 -4.558  0.01
C -0.606 0.742 -3.815  -0.07
H -1.169 -4.402 -4.651  0.10
H 0.157 -4.099 -3.557  0.06
H 0.499 -4.444 -5.266  0.11
H -0.573 1.667 -4.392  0.11
H 0.278 0.748 -3.177  0.10
H -1.496 0.888 -3.203  0.08
C 1.194 -2.400 1.932  -0.01
O 1.014 -3.665 1.406  0.05
C 0.475 -3.928 0.239  -0.44
O -0.112 -3.171 -0.543  0.04
O 0.642 -5.313 0.114  0.01
C 0.008 -5.954 -0.973  -0.04
H 1.225 -2.539 3.012  0.11
H 0.433 -1.671 1.652  0.09
H 2.197 -2.102 1.627  0.11
H -0.106 -5.292 -1.831  0.07
H -1.050 -6.108 -0.759  0.09
H 0.611 -6.823 -1.235  0.11
C -2.843 0.005 2.536  0.01
O -3.146 -1.369 2.867  0.05
C -2.928 -2.391 2.070  -0.52
O -2.363 -2.330 1.004  0.08
O -3.346 -3.495 2.759  0.02
C -3.406 -4.760 2.073  -0.01
H -3.472 0.789 2.957  0.11
H -3.078 0.127 1.479  0.07
H -1.763 0.154 2.538  0.09
H -2.429 -5.048 1.683  0.08
H -4.057 -4.617 1.211  0.10
H -3.654 -5.549 2.783  0.11
C 4.875 -6.161 -3.663  0.01
O 4.827 -4.812 -3.054  0.00
C 3.639 -4.193 -3.130  -0.53
O 2.585 -4.545 -3.654  0.09
O 3.843 -2.921 -2.660  -0.01
C 2.962 -1.843 -2.826  -0.06
H 4.286 -6.251 -4.576  0.09
H 4.271 -6.679 -2.918  0.09
H 5.902 -6.524 -3.674  0.10
H 3.385 -0.912 -2.447  0.09
H 2.008 -1.915 -2.304  0.07
H 2.834 -1.571 -3.874  0.10
C -4.945 0.692 -4.206  0.02
O -3.852 0.084 -3.444  0.02
C -3.983 -0.348 -2.159  -0.43
O -3.135 -0.911 -1.507  0.07
O -5.281 -0.261 -1.701  0.00
C -5.697 -0.844 -0.470  -0.02
H -4.598 1.361 -4.993  0.11
H -5.506 1.364 -3.557  0.10
H -5.620 -0.084 -4.569  0.10
H -5.095 -0.591 0.402  0.09
H -5.603 -1.924 -0.584  0.10
H -6.742 -0.788 -0.166  0.11
C -0.125 2.355 3.178  -0.07
O 0.963 2.269 4.103  -0.02
C 1.065 1.039 4.828  -0.51
O 0.323 0.058 4.727  0.09
O 1.903 1.243 5.795  0.03
C 2.282 0.178 6.636  -0.04
H -1.086 1.996 3.546  0.07
H 0.023 1.884 2.206  0.08
H -0.203 3.430 3.018  0.09
H 3.297 0.345 6.995  0.09
H 2.296 -0.779 6.116  0.10
H 1.666 0.041 7.525  0.10

=====

ORCA calculation (ωB97M-V/def2-TZVPD) on a 3-piece molecular cluster, C29H59Cl2IN4O9P overall in a non-equilibrium geometry.

Computed properties:
- Maximum force: 2.0 eV/A
- Charge: +1
- Energy: -3595.728627 Eh

Each line ends with the Löwdin charge.
Geometry (Å):
C -5.391 2.126 0.328  -0.05
C -5.112 0.643 0.278  -0.25
O -4.631 0.290 -1.029  -0.19
C -4.485 -1.101 -1.150  -0.21
C -3.611 -1.475 -2.330  -0.14
O -2.254 -1.846 -2.023  -0.07
N -1.395 -0.827 -1.609  -0.22
P -1.732 0.903 -2.264  0.70
O -0.408 1.592 -1.652  -0.36
I -1.192 0.721 -4.652  0.58
C -1.353 -0.668 -0.149  -0.11
C -0.703 -1.976 0.393  -0.38
C -1.660 -3.106 0.752  -0.14
C -2.570 -2.854 1.953  -0.08
C 0.393 -1.744 1.428  -0.56
Cl 1.850 -2.649 1.181  0.84
C 0.344 -0.945 2.513  -0.67
C 1.408 -0.766 3.550  -0.11
Cl -1.067 0.039 2.803  0.77
O -0.034 -2.471 -0.810  -0.02
C 0.066 -1.503 -1.793  -0.58
O 0.113 -2.001 -3.025  -0.02
C 0.681 -3.313 -3.160  -0.11
C 2.132 -3.393 -2.741  -0.21
N 2.554 -4.792 -2.680  -0.04
C 3.258 -5.104 -1.417  -0.16
C 4.660 -4.501 -1.332  -0.42
C 4.963 -3.890 0.026  -0.06
O 5.600 -5.541 -1.630  -0.04
O 1.048 -0.649 -1.425  0.00
C 1.860 -0.018 -2.424  -0.14
C 3.090 0.570 -1.728  -0.30
C 2.795 1.116 -0.327  -0.04
C 3.808 1.561 -2.657  -0.38
C 5.315 1.552 -2.345  -0.06
C 3.291 2.989 -2.494  -0.06
H -6.290 2.349 -0.237  0.08
H -4.547 2.648 -0.118  0.07
H -5.506 2.390 1.373  0.07
H -4.322 0.394 0.995  0.11
H -6.002 0.049 0.485  0.13
H -5.470 -1.549 -1.319  0.14
H -4.112 -1.568 -0.233  0.11
H -4.026 -2.394 -2.737  0.14
H -3.678 -0.753 -3.144  0.09
H -0.219 2.406 -2.138  0.06
H -2.306 -0.434 0.308  0.09
H -0.683 0.126 0.166  0.10
H -2.273 -3.313 -0.118  0.11
H -1.042 -3.978 0.960  0.13
H -3.066 -1.889 1.867  0.04
H -3.304 -3.642 2.072  0.09
H -1.980 -2.796 2.866  0.07
H 1.250 -1.466 4.369  0.10
H 2.399 -0.864 3.128  0.06
H 1.304 0.228 3.977  0.07
H 0.620 -3.537 -4.222  0.14
H 0.083 -4.069 -2.661  0.13
H 2.746 -2.829 -3.447  0.12
H 2.296 -2.913 -1.773  0.10
H 3.241 -4.925 -3.411  0.11
H 3.336 -6.184 -1.339  0.12
H 2.617 -4.749 -0.609  0.09
H 4.816 -3.729 -2.089  0.14
H 4.248 -3.098 0.250  0.02
H 4.940 -4.660 0.794  0.09
H 5.944 -3.417 0.023  0.09
H 6.275 -5.565 -0.952  0.08
H 2.204 -0.726 -3.171  0.12
H 1.341 0.782 -2.946  0.06
H 3.769 -0.272 -1.581  0.13
H 3.666 1.672 0.011  0.05
H 2.709 0.270 0.351  0.07
H 1.886 1.712 -0.289  0.08
H 3.700 1.267 -3.704  0.14
H 5.520 2.131 -1.447  0.07
H 5.677 0.542 -2.155  0.08
H 5.896 1.931 -3.182  0.08
H 3.451 3.338 -1.477  0.08
H 3.827 3.676 -3.144  0.09
H 2.225 3.026 -2.728  0.07
C -10.283 2.093 2.431  -0.01
C -8.792 2.139 2.655  -0.55
O -8.103 1.129 2.654  0.02
N -8.225 3.356 2.863  0.01
C -8.864 4.659 2.900  -0.07
H -10.577 1.059 2.283  0.08
H -10.816 2.489 3.296  0.09
H -10.559 2.667 1.546  0.09
H -7.230 3.309 3.009  0.13
H -8.441 5.305 2.129  0.08
H -8.699 5.128 3.871  0.08
H -9.931 4.570 2.733  0.07
C 6.917 3.880 2.341  -0.01
C 5.551 3.289 2.090  -0.54
O 5.387 2.344 1.329  0.02
N 4.498 3.843 2.742  0.01
C 4.502 4.957 3.674  -0.07
H 7.643 3.331 1.752  0.08
H 6.943 4.929 2.045  0.09
H 7.184 3.799 3.395  0.09
H 3.617 3.403 2.531  0.14
H 4.112 4.637 4.640  0.08
H 3.872 5.763 3.295  0.08
H 5.507 5.339 3.813  0.07

=====

ORCA calculation (ωB97M-V/def2-TZVPD) on C29H60AlN2O10 as an isolated structure in a non-equilibrium geometry.

Computed properties:
- Maximum force: 1.5 eV/A
- Charge: -1
- Energy: -2245.324167 Eh

Each line ends with the Löwdin charge.
Geometry (Å):
C -0.673 -3.637 1.231  0.00
C 0.250 -2.464 0.978  -0.48
O 0.980 -2.065 1.867  0.05
N 0.151 -1.907 -0.320  0.04
C 1.441 -1.677 -0.986  -0.22
C 1.749 -2.671 -2.133  -0.22
C 0.743 -3.797 -2.312  -0.29
C -0.662 -3.391 -2.842  -0.28
Al -0.886 -1.549 -3.690  0.27
C -2.876 -1.086 -3.539  -0.29
C -3.225 -0.707 -2.077  -0.30
C -3.747 -1.859 -1.222  -0.21
C -5.064 -2.452 -1.717  -0.16
N -5.486 -3.721 -1.067  -0.14
C -5.180 -3.796 0.353  -0.10
C -5.047 -4.873 -1.793  -0.46
C -3.619 -5.368 -1.695  0.01
O -5.839 -5.479 -2.500  0.07
H -1.581 -3.479 0.653  0.05
H -0.884 -3.719 2.291  0.07
H -0.183 -4.535 0.860  0.08
H -0.333 -1.015 -0.210  0.10
H 1.446 -0.677 -1.406  0.07
H 2.264 -1.695 -0.266  0.09
H 2.704 -3.146 -1.878  0.09
H 1.944 -2.133 -3.057  0.09
H 0.617 -4.369 -1.388  0.08
H 1.176 -4.487 -3.040  0.09
H -0.973 -4.115 -3.604  0.03
H -1.358 -3.491 -2.011  -0.01
H -0.127 -0.353 -2.906  -0.06
H -0.387 -1.523 -5.241  -0.12
H -3.527 -1.859 -3.952  0.02
H -2.994 -0.182 -4.144  0.03
H -4.026 0.046 -2.083  0.09
H -2.371 -0.254 -1.560  0.04
H -3.014 -2.661 -1.112  0.07
H -3.912 -1.458 -0.216  0.10
H -5.862 -1.728 -1.544  0.12
H -4.990 -2.657 -2.780  0.11
H -5.678 -4.676 0.766  0.09
H -4.118 -3.894 0.596  0.06
H -5.620 -2.935 0.847  0.09
H -3.632 -6.455 -1.685  0.08
H -3.097 -5.063 -2.599  0.08
H -3.091 -5.036 -0.808  0.05
O -1.512 0.934 -0.195  0.08
C -1.854 2.080 -0.078  -0.48
O -2.919 2.513 -0.774  0.01
C -3.497 3.795 -0.537  -0.24
C -2.749 4.892 -1.264  -0.06
C -1.074 3.069 0.761  0.02
H -3.562 3.994 0.535  0.11
H -4.521 3.724 -0.903  0.12
H -1.719 4.955 -0.918  0.04
H -3.231 5.858 -1.100  0.08
H -2.718 4.694 -2.336  0.09
H -0.244 3.446 0.166  0.09
H -0.684 2.558 1.631  0.06
H -1.664 3.907 1.122  0.07
O 0.007 3.279 3.681  0.08
C 0.191 2.289 4.338  -0.52
O 1.448 1.955 4.665  0.01
C 1.771 0.898 5.576  -0.24
C 1.802 -0.450 4.889  -0.06
C -0.950 1.380 4.726  0.02
H 1.097 0.913 6.435  0.11
H 2.763 1.142 5.953  0.12
H 0.831 -0.719 4.478  0.06
H 2.105 -1.227 5.593  0.08
H 2.501 -0.439 4.057  0.09
H -1.166 0.717 3.888  0.10
H -1.823 1.998 4.924  0.09
H -0.764 0.786 5.617  0.07
O 0.447 5.760 -0.594  0.10
C 0.877 6.152 0.454  -0.52
O 0.028 6.271 1.491  0.00
C 0.454 6.542 2.828  -0.24
C 0.642 8.026 3.070  -0.07
C 2.318 6.576 0.612  0.02
H 1.345 5.962 3.073  0.11
H -0.344 6.162 3.463  0.12
H 1.423 8.442 2.433  0.07
H 0.911 8.212 4.110  0.08
H -0.280 8.563 2.844  0.08
H 2.422 7.601 0.258  0.09
H 2.930 5.924 -0.005  0.09
H 2.693 6.506 1.630  0.07
O 6.435 -3.653 -4.115  0.11
C 6.709 -3.093 -3.093  -0.53
O 5.741 -2.842 -2.196  0.00
C 5.986 -2.342 -0.882  -0.24
C 6.106 -0.832 -0.869  -0.06
C 8.113 -2.592 -2.825  0.01
H 6.854 -2.834 -0.437  0.11
H 5.119 -2.643 -0.296  0.12
H 6.953 -0.490 -1.466  0.06
H 6.234 -0.469 0.152  0.08
H 5.208 -0.383 -1.292  0.09
H 8.240 -1.629 -3.319  0.09
H 8.814 -3.305 -3.252  0.09
H 8.356 -2.489 -1.770  0.06

=====

no.,E_HOMO (hartree),gap between HOMO and LUMO (eV)
1,-0.55041,7.63
2,-0.40488,7.83
3,-0.40562,8.23
4,-0.14798,5.94